(1)
Density functional theory data (ωB97M-V/def2-TZVPD) for a 2-piece molecular cluster, C5H4N3O overall at a distorted geometry.

The LUMO energy (alpha / beta) is -6.7 / -8.5 eV. The value obtained for the HOMO energy (alpha / beta) is -15.635 / -14.856 eV. As for the total charge: +1. For the frontier orbital gap (alpha / beta), the calculation gives 8.89 / 6.38 eV. As for the energy relative to the best compared isomer or geometry (same formula, charge and spin): 5.073 eV.

Element x y z (Å)
C  -1.933  0.768  0.007
C  -1.729  -0.619  0.299
C  -0.740  1.440  -0.404
C  -0.500  -1.232  0.028
C  0.329  0.651  -0.607
N  4.584  -0.018  0.610
N  3.611  0.365  0.293
N  0.746  -0.564  -0.449
O  1.794  -1.156  -0.692
H  -2.699  1.411  0.422
H  -2.547  -1.377  0.461
H  -0.751  2.472  -0.224
H  -0.166  -2.143  0.256



(2)
Density functional theory data (ωB97M-V/def2-TZVPD) for a 4-piece molecular cluster, C3H9NO overall at a distorted geometry.

The LUMO energy is 1.0 eV. The value obtained for the HOMO energy is -9.309 eV. For the frontier orbital gap, the calculation gives 10.29 eV. As for the energy relative to the best compared isomer or geometry (same formula, charge and spin): 3.487 eV.

Element x y z (Å)
C  1.578  -1.004  0.305
C  -1.165  2.043  0.438
C  2.090  0.384  0.080
N  -0.020  2.177  0.934
O  2.471  0.792  -1.007
H  1.476  -1.646  -0.635
H  2.057  -1.357  1.161
H  0.504  -0.777  0.536
H  -1.917  2.779  -0.087
H  -1.642  1.021  0.381
H  1.297  -0.763  -3.174
H  1.979  1.030  0.944
H  0.542  -0.958  -2.825
H  0.351  3.139  1.054



(3)
Density functional theory data (ωB97M-V/def2-TZVPD) for one molecule with the formula C2H2F2Si at a distorted geometry.

The LUMO energy is 0.0 eV. The value obtained for the HOMO energy is -10.454 eV. As for the SMILES: F[Si]1(F)C=C1. For the frontier orbital gap, the calculation gives 10.42 eV. As for the energy relative to the best compared isomer or geometry (same formula, charge and spin): 1.478 eV.

Element x y z (Å)
C  0.646  -0.938  0.156
C  0.775  0.410  0.414
F  -1.475  0.798  -1.916
F  -2.150  0.315  0.649
Si  -0.887  0.110  -0.224
H  1.336  -1.713  0.347
H  1.754  1.017  0.574



(4)
Density functional theory data (ωB97M-V/def2-TZVPD) for C4H8O2 as an isolated structure at a distorted geometry.

The LUMO energy is 0.7 eV. The value obtained for the HOMO energy is -8.016 eV. For the frontier orbital gap, the calculation gives 8.76 eV. As for the energy relative to the best compared isomer or geometry (same formula, charge and spin): 4.883 eV.

Element x y z (Å)
O  -0.624  -1.432  1.206
C  -0.992  -1.047  0.002
C  -1.117  0.394  -0.124
C  0.102  1.098  -0.544
C  1.227  0.140  -0.409
O  1.679  -0.196  0.826
H  -0.545  -2.393  1.273
H  0.544  -0.883  -0.979
H  -2.000  0.458  -0.778
H  -1.495  0.807  0.820
H  -0.001  1.359  -1.604
H  0.309  2.035  -0.016
H  2.108  0.276  -1.035
H  0.931  -0.602  1.312



(5)
Density functional theory data (ωB97M-V/def2-TZVPD) for C18H14Co2NO6 as an isolated structure at a distorted geometry.

The LUMO energy is 1.7 eV. The value obtained for the HOMO energy is -1.530 eV. As for the total charge: -1. For the frontier orbital gap, the calculation gives 3.21 eV. As for the energy relative to the best compared isomer or geometry (same formula, charge and spin): 4.431 eV.

Element x y z (Å)
C  -3.275  -0.444  -1.514
C  -2.040  -1.259  -1.787
C  -2.259  -2.575  -2.483
N  -0.894  -0.781  -1.323
C  0.363  -1.225  -1.879
C  1.306  -0.352  -2.462
C  2.573  -0.813  -2.851
C  2.938  -2.162  -2.700
C  1.992  -3.051  -2.179
C  0.744  -2.581  -1.763
H  -4.084  -1.112  -1.212
H  -3.192  0.257  -0.664
H  -3.622  0.161  -2.369
H  -3.279  -2.595  -2.904
H  -1.524  -2.839  -3.245
H  -2.248  -3.376  -1.721
H  1.060  0.702  -2.599
H  3.339  -0.133  -3.229
H  3.916  -2.549  -2.981
H  2.250  -4.104  -2.057
H  0.082  -3.278  -1.236
O  4.092  2.624  1.150
C  3.149  2.477  1.808
Co  1.727  2.270  2.803
C  1.993  0.636  3.383
O  2.155  -0.446  3.771
C  2.442  3.310  4.026
O  2.919  3.967  4.841
C  0.559  2.025  1.051
C  -0.307  1.078  0.658
C  -1.112  0.454  -0.428
Co  -0.746  1.803  2.341
C  -1.027  0.190  2.914
O  -1.234  -0.912  3.184
C  -2.360  2.534  2.424
O  -3.422  2.990  2.521
C  -0.099  2.411  4.033
O  -0.370  2.666  5.143
H  0.974  2.810  0.392
H  -1.886  -0.062  0.208
H  -1.592  1.282  -1.066